1.
43
Properties=species:S:1:pos:R:3:mulliken_charge:R:1 method="wB97M-V/def2-TZVPD" total_charge=+1 energy_ev=-78023.074 lumo_ev="-5.6 / -4.5" gap_ev="6.59 / 7.96" relative_energy_ev=1.138 s_squared=4.05 spin_multiplicity=4
Mn 1.290 -0.254 0.043 -0.196
O 0.726 3.408 1.576 -0.544
C 0.660 2.276 1.212 0.034
N 1.554 1.596 0.350 0.089
C 2.944 1.826 0.380 0.108
O 3.559 2.595 1.052 -0.552
C 3.641 0.880 -0.600 0.654
C 4.949 1.065 -0.950 -0.704
C 5.478 0.224 -1.919 -0.249
C 4.683 -0.767 -2.487 -0.833
C 3.391 -0.933 -2.048 0.104
N 2.883 -0.125 -1.107 0.271
C -0.464 1.350 1.613 0.622
C -1.531 1.779 2.352 -0.659
C -2.521 0.861 2.675 -0.335
C -2.399 -0.451 2.241 -0.731
C -1.293 -0.818 1.508 -0.111
N -0.333 0.066 1.209 0.164
H 5.510 1.860 -0.476 0.532
H 6.507 0.341 -2.238 0.455
H 5.066 -1.420 -3.259 0.417
H 2.741 -1.709 -2.432 0.481
H -1.562 2.818 2.657 0.542
H -3.383 1.167 3.256 0.482
H -3.150 -1.197 2.469 0.495
H -1.174 -1.819 1.128 0.564
C -4.772 -2.046 -0.828 -1.124
C -3.795 -0.913 -0.953 0.952
C -4.156 0.408 -0.726 -0.650
C -3.173 1.374 -0.817 -0.365
N -1.906 1.083 -1.133 -0.392
C -1.683 -0.208 -1.367 0.537
S -0.008 -0.656 -1.776 -0.351
N -2.529 -1.230 -1.267 -0.487
H -5.802 -1.698 -0.878 0.386
H -4.626 -2.551 0.131 0.253
H -4.593 -2.783 -1.611 0.339
H -5.178 0.674 -0.481 0.416
H -3.395 2.421 -0.639 0.453
F 0.976 -2.723 1.487 -0.186
C 1.812 -2.043 0.712 0.074
F 2.463 -1.038 1.582 -0.291
H 2.597 -2.691 0.359 0.336

2.
14
Properties=species:S:1:pos:R:3:mulliken_charge:R:1 method="wB97M-V/def2-TZVPD" energy_ev=-11317.296 lumo_ev=0.6 gap_ev=9.32 relative_energy_ev=3.746 smiles="Cc1cc(=O)[nH]n1O" spin_multiplicity=1
C -1.080 -1.575 0.486 -1.213
C -0.056 -0.626 0.260 0.540
C 1.161 -0.350 0.608 -0.476
C 1.674 0.846 0.037 0.482
O 2.801 1.294 0.064 -0.619
N 0.583 1.415 -0.679 -0.251
N -0.387 0.498 -0.876 0.092
O -1.607 1.067 -0.827 -0.441
H -1.349 -2.197 -0.383 0.286
H -1.976 -1.023 0.583 0.340
H -0.844 -2.240 1.324 0.324
H 1.810 -0.995 1.265 0.339
H 0.812 1.926 -1.482 0.235
H -1.540 1.962 -0.380 0.363

3.
74
Properties=species:S:1:pos:R:3:mulliken_charge:R:1 method="wB97M-V/def2-TZVPD" total_charge=+3 energy_ev=-60309.073 lumo_ev="-12.2 / -12.2" gap_ev="4.55 / 4.55" spin_multiplicity=1
Bi 0.321 0.140 -0.006 1.944
P -0.385 2.105 -1.887 0.830
P -2.244 1.944 1.395 0.793
P -2.504 -0.897 -0.799 0.780
H 4.350 -3.995 0.586 0.319
C 3.937 -4.245 -0.394 -0.484
C 3.982 -3.417 -1.441 -0.454
H 4.343 -2.384 -1.413 0.232
C 1.032 3.242 -1.873 -1.126
C -1.798 3.246 -2.021 -1.156
C -0.315 1.322 -3.535 -1.246
C -2.783 1.363 3.065 -1.581
C -1.517 3.543 1.964 -1.147
C -3.892 2.642 0.899 -1.192
C -2.189 -2.236 -2.004 -1.291
C -3.966 -0.189 -1.673 -1.250
C -3.286 -1.888 0.525 -1.331
H 3.564 -5.267 -0.527 0.332
H 3.767 -3.811 -2.443 0.299
H 1.917 2.743 -1.459 0.254
H 0.807 4.107 -1.239 0.366
H 1.261 3.590 -2.888 0.488
H -1.802 3.956 -1.184 0.308
H -2.752 2.704 -2.015 0.205
H -1.736 3.823 -2.957 0.502
H 0.372 0.463 -3.522 0.327
H 0.034 2.046 -4.287 0.492
H -1.313 0.957 -3.824 0.337
H -3.405 2.153 3.515 0.547
H -1.899 1.187 3.697 0.376
H -3.362 0.435 2.969 0.332
H -1.961 3.815 2.933 0.483
H -1.737 4.330 1.229 0.488
H -0.430 3.438 2.072 0.059
H -4.571 2.611 1.760 0.460
H -4.324 2.048 0.087 0.154
H -3.775 3.682 0.567 0.448
H -3.156 -2.625 -2.342 0.589
H -1.607 -3.054 -1.566 0.172
H -1.638 -1.839 -2.863 0.376
H -4.434 -0.973 -2.281 0.482
H -3.650 0.613 -2.347 0.278
H -4.719 0.201 -0.980 0.385
H -3.845 -2.721 0.079 0.461
H -3.965 -1.277 1.132 0.384
H -2.509 -2.297 1.182 0.306
C 1.528 -2.529 -0.666 0.948
C 1.413 -3.116 0.651 -0.286
C 0.816 -4.366 0.766 -0.971
C 0.478 -5.119 -0.352 -0.571
C 0.644 -4.576 -1.641 -0.400
C 1.032 -3.256 -1.801 -0.790
O 2.113 -1.367 -0.838 -0.945
H 0.799 -1.171 1.267 -0.134
H 2.063 -2.735 1.444 0.685
H 0.691 -4.762 1.778 0.518
H 0.090 -6.125 -0.209 0.556
H 0.460 -5.191 -2.521 0.496
H 1.109 -2.825 -2.794 0.573
C 2.200 0.338 3.549 -1.111
C 1.976 1.628 2.796 -0.218
O 2.013 1.440 1.349 -0.198
C 3.378 1.282 0.864 -0.357
C 4.166 2.575 0.960 -1.437
H 1.500 -0.455 3.248 0.147
H 2.062 0.529 4.617 0.472
H 3.225 -0.026 3.414 0.339
H 0.999 2.068 3.019 0.117
H 2.744 2.373 3.036 0.343
H 3.845 0.465 1.444 0.430
H 3.303 0.934 -0.181 0.302
H 4.641 2.664 1.940 0.469
H 4.956 2.537 0.204 0.399
H 3.544 3.457 0.769 0.298

4.
18
Properties=species:S:1:pos:R:3:mulliken_charge:R:1 method="wB97M-V/def2-TZVPD" total_charge=+1 energy_ev=-7880.895 lumo_ev="-3.2 / -6.9" gap_ev="10.27 / 7.06" relative_energy_ev=1.390 s_squared=0.76 spin_multiplicity=2
C 1.368 -1.015 -1.168 -1.164
N -1.204 -0.762 -2.347 -0.357
C -0.925 -0.076 -1.233 -0.110
C 0.315 -0.141 -0.653 0.528
C 0.403 0.659 0.604 -0.580
C -0.165 0.331 1.802 0.076
C 0.110 1.105 3.062 -1.254
H 2.425 -0.910 -0.929 0.355
H 1.408 -1.334 -2.230 0.311
H 0.963 -1.922 -0.647 0.342
H -1.954 -0.361 -2.867 0.324
H -0.480 -0.900 -3.081 0.284
H -1.566 0.715 -0.745 0.389
H 1.177 1.385 0.484 0.405
H -0.731 -0.579 1.984 0.380
H -0.399 0.633 3.796 0.376
H -0.138 2.174 2.835 0.309
H 1.091 1.253 3.346 0.386

5.
9
Properties=species:S:1:pos:R:3:mulliken_charge:R:1 method="wB97M-V/def2-TZVPD" energy_ev=-33940.466 lumo_ev=0.0 gap_ev=9.70 relative_energy_ev=0.199 smiles="O=C(S)SCI" spin_multiplicity=1
O 1.404 -0.639 0.732 -0.456
C 0.787 0.361 0.846 0.562
S 1.407 1.797 1.681 -0.208
S -0.774 0.671 0.177 -0.069
C -1.211 -0.649 -1.069 -0.896
I -0.468 -0.376 -3.030 0.093
H 2.054 1.206 2.598 0.142
H -2.257 -0.799 -1.123 0.412
H -0.942 -1.573 -0.811 0.419